Record 1
{
  "formula": "C2H3BrOS",
  "method": "ωB97M-V/def2-TZVPD",
  "symbols": ["C", "C", "O", "S", "Br", "H", "H", "H"],
  "xyz": [[0.6889, -0.5621, -0.4611], [-0.0748, 0.4288, 0.3917], [-1.0752, 1.0073, -0.4223], [1.2267, -0.2807, -1.9358], [1.0905, -2.2668, 0.3211], [0.4835, 1.2439, 0.9208], [-0.4737, -0.2260, 1.1274], [-1.8658, 0.6556, 0.0581]],
  "lowdin_charge": [-1.219, -0.384, -0.090, 0.718, 0.652, 0.144, 0.064, 0.114],
  "homo_lumo_gap_ev": 8.39,
  "charge": 0,
  "energy_ev": -85046.3815,
  "homo_ev": -9.0,
  "e_above_lowest_kj_mol": 103.2
}



Record 2
{
  "formula": "C3H2Cl2",
  "method": "ωB97M-V/def2-TZVPD",
  "symbols": ["C", "C", "C", "Cl", "Cl", "H", "H"],
  "xyz": [[-1.6680, 0.1100, -0.0043], [1.9295, -0.3264, -0.4076], [-1.0230, 1.1185, -0.0594], [-2.6066, -1.2222, 0.0921], [2.5672, -1.7264, 0.1536], [1.2261, 0.0687, 0.3514], [-0.4252, 1.9778, -0.1257]],
  "lowdin_charge": [-0.741, -0.487, 0.017, 0.706, 0.576, -0.100, 0.029],
  "homo_lumo_gap_ev": 8.20,
  "charge": 0,
  "energy_ev": -28182.0890,
  "homo_ev": -8.9,
  "e_above_lowest_kj_mol": 382.5
}



Record 3
{
  "formula": "C6H15O3P",
  "method": "ωB97M-V/def2-TZVPD",
  "symbols": ["C", "C", "C", "C", "C", "C", "O", "O", "O", "P", "H", "H", "H", "H", "H", "H", "H", "H", "H", "H", "H", "H", "H", "H", "H"],
  "xyz": [[-1.3880, -2.3275, 1.2799], [1.6699, -0.6534, -1.8399], [1.7639, 1.1997, 1.0613], [0.7799, -1.5397, -0.9360], [0.4436, 1.0662, 1.8726], [-2.4192, 1.6274, -0.4591], [-1.5578, 1.7360, -1.5435], [-0.4040, -0.8132, -0.7650], [-0.1004, -0.2300, 1.7514], [-1.2317, -0.7241, 0.6832], [-1.5379, -2.3576, 2.3733], [-2.2468, -2.9643, 0.6766], [2.3597, -0.0631, -1.2935], [2.2428, -1.2526, -2.5890], [1.0691, 0.0661, -2.4039], [1.5221, 1.4081, -0.0002], [2.3955, 1.9670, 1.5698], [2.2708, 0.1700, 1.1597], [1.2062, -1.6896, 0.1385], [0.4795, -2.4576, -1.5693], [-0.2421, 1.8097, 1.4305], [0.4110, 1.4063, 2.8958], [-2.4698, 2.3129, 0.3378], [-3.3620, 1.1850, -0.7431], [-1.9603, 1.3908, -2.3084]],
  "lowdin_spin": [0.667, 0.001, 0.001, 0.015, 0.004, 0.668, 0.200, 0.030, 0.025, 0.242, 0.034, 0.021, 0.000, 0.000, 0.001, 0.000, 0.000, 0.000, 0.006, 0.002, 0.002, 0.000, 0.046, 0.031, 0.002],
  "s_squared": 2.01,
  "homo_lumo_gap_ev": [7.34, 8.14],
  "charge": 0,
  "energy_ev": -21891.4783,
  "spin_multiplicity": 3,
  "homo_ev": [-6.4, -9.0],
  "e_above_lowest_kj_mol": 136.3
}